Record 1
Computed, not measured: a molecular structure, C64H124F5MnN4O18, with the ωB97M-V functional and the def2-TZVPD basis.

```
! RIJCOSX wB97M-V def2-TZVPD def2/J DEFGRID3
* xyz 2 7
Mn 0.07 4.17 -0.42
C 1.06 0.81 0.30
O -0.12 0.04 0.59
O 0.68 2.15 0.18
C 2.22 0.48 1.32
F 3.15 1.43 1.58
F 1.59 0.11 2.45
F 2.94 -0.59 0.89
C -1.23 0.06 -0.38
C -2.15 -1.05 0.07
H -2.47 -0.90 1.10
H -3.01 -0.99 -0.60
H -1.72 -2.05 0.03
H -0.95 -0.01 -1.43
H -1.70 1.04 -0.26
H 1.43 0.31 -0.59
C -4.59 -3.18 -5.41
C -3.90 -1.83 -4.97
C -3.18 -2.00 -3.59
C -1.75 -2.68 -3.60
C -0.97 -1.74 -4.52
C -1.45 -1.73 -5.93
N -2.90 -1.31 -5.95
O -3.38 -0.88 -7.18
C -0.57 -0.69 -6.64
C -1.26 -3.08 -6.66
C -5.01 -0.71 -4.70
H -5.35 -3.38 -4.66
H -3.83 -3.95 -5.50
H -5.06 -3.19 -6.39
H -2.99 -1.03 -3.14
H -3.82 -2.62 -2.96
H -1.87 -3.68 -4.02
H -1.31 -2.80 -2.61
H 0.08 -2.04 -4.60
H -0.97 -0.74 -4.10
H -0.91 -0.66 -7.67
H -0.69 0.30 -6.21
H 0.43 -1.11 -6.80
H -0.21 -3.29 -6.80
H -1.74 -3.92 -6.17
H -1.69 -3.08 -7.67
H -5.74 -0.71 -5.51
H -4.63 0.31 -4.69
H -5.58 -0.76 -3.78
H -3.47 0.06 -7.04
C -6.68 2.30 -3.35
C -6.75 2.81 -1.85
C -8.27 3.12 -1.64
C -8.68 3.15 -0.13
C -8.20 1.86 0.55
C -6.64 1.57 0.35
N -6.30 1.66 -1.05
O -4.97 1.37 -1.27
C -5.76 2.51 1.29
C -6.37 0.16 0.79
C -5.94 4.07 -1.78
H -5.71 1.98 -3.73
H -7.06 3.06 -4.04
H -7.25 1.39 -3.51
H -8.60 4.09 -2.01
H -8.89 2.36 -2.13
H -9.76 3.26 -0.07
H -8.26 4.01 0.39
H -8.73 1.00 0.13
H -8.30 1.89 1.64
H -6.21 3.51 1.35
H -5.74 2.15 2.32
H -4.71 2.60 1.02
H -6.96 -0.47 0.13
H -5.32 -0.10 0.72
H -6.76 -0.15 1.75
H -4.89 4.01 -2.07
H -5.78 4.45 -0.77
H -6.43 4.88 -2.33
H -4.48 2.14 -0.98
C 4.38 -3.99 -6.33
C 5.11 -2.74 -5.72
C 4.51 -1.34 -6.24
C 3.23 -0.94 -5.43
C 3.46 -1.05 -3.94
C 3.94 -2.39 -3.43
N 5.16 -2.83 -4.22
O 5.87 -3.86 -3.70
C 4.39 -2.18 -1.98
C 2.70 -3.35 -3.34
C 6.58 -2.72 -6.19
H 4.40 -3.83 -7.41
H 3.32 -4.11 -6.09
H 4.87 -4.92 -6.04
H 5.28 -0.57 -6.29
H 4.13 -1.38 -7.26
H 2.45 -1.62 -5.77
H 2.93 0.04 -5.79
H 2.51 -0.95 -3.43
H 4.10 -0.24 -3.58
H 3.76 -1.43 -1.50
H 4.31 -3.02 -1.29
H 5.40 -1.80 -1.83
H 2.97 -4.35 -3.01
H 2.01 -3.03 -2.56
H 2.11 -3.46 -4.25
H 6.68 -2.43 -7.24
H 7.10 -3.65 -6.01
H 7.22 -2.06 -5.59
H 6.38 -3.44 -3.01
C 3.81 3.99 5.81
C 3.62 2.46 6.09
C 4.53 1.69 5.10
C 6.02 1.91 5.49
C 6.15 1.20 6.85
C 5.31 1.92 7.93
N 3.95 2.03 7.47
O 3.03 2.44 8.46
C 5.35 0.94 9.14
C 5.97 3.17 8.33
C 2.20 1.88 5.71
H 3.70 4.69 6.64
H 2.99 4.32 5.16
H 4.68 4.27 5.22
H 4.30 0.63 5.03
H 4.33 2.03 4.08
H 6.20 2.98 5.58
H 6.68 1.42 4.77
H 7.20 1.16 7.14
H 5.81 0.18 6.66
H 4.61 0.17 8.96
H 6.35 0.52 9.28
H 5.22 1.45 10.10
H 6.99 3.02 8.69
H 6.05 3.86 7.49
H 5.40 3.61 9.15
H 2.28 0.79 5.78
H 1.88 2.17 4.71
H 1.45 2.25 6.41
H 2.77 1.57 8.78
C -4.52 -2.67 3.35
C -5.71 -2.52 4.29
O -6.70 -1.84 4.02
C -5.63 -3.30 5.52
H -4.80 -2.49 2.31
H -4.26 -3.73 3.33
H -3.69 -1.98 3.53
H -6.52 -3.32 6.15
H -4.94 -2.81 6.19
H -5.30 -4.33 5.35
C 5.81 1.05 -0.98
C 6.74 1.75 -2.01
O 6.82 2.96 -2.07
C 7.62 0.78 -2.89
H 4.94 0.57 -1.43
H 5.32 1.80 -0.35
H 6.35 0.46 -0.24
H 7.79 -0.22 -2.49
H 8.56 1.30 -3.07
H 7.04 0.78 -3.81
C 6.93 -2.88 1.81
C 6.59 -1.77 2.82
O 7.50 -1.31 3.53
C 5.16 -1.22 2.88
H 6.05 -3.51 1.74
H 7.77 -3.43 2.24
H 7.25 -2.44 0.86
H 5.10 -0.14 2.99
H 4.55 -1.68 3.67
H 4.60 -1.51 2.00
C 0.61 5.98 3.59
C 1.36 5.36 2.46
O 0.75 4.84 1.49
C 2.88 5.34 2.48
H 0.66 5.34 4.48
H -0.44 6.24 3.48
H 1.12 6.94 3.65
H 3.29 4.37 2.77
H 3.21 6.15 3.13
H 3.07 5.57 1.43
C -6.25 -5.66 0.06
C -5.93 -4.15 0.15
O -6.78 -3.29 0.31
C -4.51 -3.75 -0.25
H -5.74 -6.11 0.91
H -5.95 -6.26 -0.80
H -7.34 -5.73 0.18
H -4.51 -2.67 -0.40
H -4.19 -4.16 -1.21
H -3.88 -4.07 0.58
C -1.93 2.14 -3.80
C -0.69 2.93 -3.41
O -0.47 3.40 -2.30
C 0.38 3.05 -4.45
H -1.86 1.11 -3.47
H -2.09 2.00 -4.86
H -2.75 2.67 -3.30
H -0.11 3.66 -5.21
H 0.88 2.11 -4.72
H 1.11 3.77 -4.10
C -1.39 2.10 3.00
C -2.75 1.42 3.31
O -3.28 2.29 4.29
C -2.36 3.09 4.77
O -2.59 3.92 5.57
O -1.16 2.95 4.14
F -2.48 0.18 3.69
H -1.47 2.72 2.12
H -0.50 1.49 2.88
H -3.37 1.32 2.43
C 1.33 -3.09 3.45
C 0.29 -3.07 2.34
O -0.81 -3.55 3.03
C -0.65 -3.25 4.32
O -1.52 -3.34 5.19
O 0.57 -2.83 4.59
F 0.67 -3.88 1.36
H 2.13 -2.36 3.28
H 1.70 -4.08 3.71
H 0.15 -2.11 1.85
*
```

Gap between HOMO and LUMO (spin up / spin down) ... 4.917 / 2.627 eV
E_LUMO (spin up / spin down) ... -6.019 / -8.309 eV

Record 2
Computed, not measured: 2 unconnected molecules or ions with the total composition C2H8OS4Si, with the ωB97M-V functional and the def2-TZVPD basis.

```
! RIJCOSX wB97M-V def2-TZVPD def2/J DEFGRID3
* xyz 0 1
C -0.27 1.14 -0.04
C 0.95 0.27 0.28
O 0.80 -1.00 -0.16
Si -0.22 -2.20 -0.08
S -2.11 1.71 -4.01
S -2.27 -1.82 -0.91
S -0.95 0.19 -3.98
S 0.87 0.51 -3.87
H -0.30 1.92 0.71
H -0.25 1.55 -1.09
H -1.16 0.66 0.12
H 0.96 0.37 1.37
H 1.93 0.69 -0.23
H -0.59 -2.54 1.33
H 0.32 -3.36 -0.84
H -2.73 -1.35 0.34
*
```

Gap between HOMO and LUMO ... 7.345 eV
Energy above the lowest of the compared OMol25 structures with the same formula, charge and spin ... 0.544 eV
E_LUMO ... -2.208 eV

Record 3
Computed, not measured: a gas-phase ion, C4H2N (charge +1), with the ωB97M-V functional and the def2-TZVPD basis.

```
! RIJCOSX wB97M-V def2-TZVPD def2/J DEFGRID3
* xyz 1 1
C 1.47 1.26 0.03
C 1.45 -1.36 0.03
C 0.29 0.85 -0.14
C 0.40 -0.65 -0.11
N -0.84 0.06 0.01
H -1.20 -0.24 0.92
H -1.57 0.08 -0.74
*
```

Gap between HOMO and LUMO ... 8.759 eV
Energy above the lowest of the compared OMol25 structures with the same formula, charge and spin ... 0.612 eV
E_LUMO ... -7.714 eV

Short version: E_tot = -5735.762895, -2038.477601, -207.651217 a.u., in the order given.
Short version: max |F| = 5.831, 3.548, 2.847 eV/A, in the order given.